Below is 2 unconnected molecules or ions with the total composition C8H9O2 in a non-equilibrium geometry, with properties calculated with ωB97M-V/def2-TZVPD.

The value obtained for the energy relative to the best compared isomer or geometry (same formula, charge and spin) is 6.349 eV. Its HOMO energy (spin up / spin down) is -2.63 / -2.63 eV. The value obtained for the electronic energy is -460.5395 a.u. The largest force on an atom is 2.89 eV/Å.

Structure (ORCA input):
```
! RIJCOSX wB97M-V def2-TZVPD def2/J DEFGRID3
* xyz -1 1
C -3.724 0.765 -0.561
C -2.624 0.741 -0.003
C 2.557 -0.946 -0.317
C -1.540 0.713 0.920
C -0.243 1.052 0.627
C 1.197 -0.658 -0.557
C 0.775 1.018 1.766
C 0.471 -1.549 -1.626
O 2.390 0.190 -1.073
O 3.506 -1.583 0.051
H -4.680 1.013 -0.939
H -1.960 0.364 1.889
H -0.001 1.398 -0.354
H 1.148 0.010 2.107
H 0.260 1.549 2.570
H 1.550 1.622 1.486
H 0.170 -2.679 -1.370
H 1.191 -1.805 -2.469
H -0.442 -1.215 -2.149
*
```

Atomic partial charges in e from the Löwdin method, atoms 1 to 4: C 0.0476; C -0.1988; C -0.5784; C -0.1950